Record 1
The following is a DFT calculation (ωB97M-V/def2-TZVPD) of a 2-piece molecular cluster, C3H3N3S overall at a distorted geometry.

Structure (XYZ):
```
10
C3H3N3S ωB97M-V/def2-TZVPD
C -0.2733 -0.2454 2.3147
C -1.1827 0.3447 -1.3820
C 1.0229 -0.1619 -0.3639
N -0.0822 -0.9618 3.2025
N -0.8852 1.1352 -0.3762
N 0.2352 0.8486 0.1681
S 0.1062 -0.9115 -1.6983
H -2.1198 0.6345 -1.7467
H 2.0847 0.2040 -0.5775
H 1.0941 -0.8863 0.4594
```

As for the HOMO-LUMO gap (spin up / spin down): 8.16 / 6.04 eV. As for the total charge: 0. Its molar mass is 113.1 u. As for the total energy: -18458.834 eV. For the LUMO energy (spin up / spin down), the calculation gives -2.31 / -3.00 eV. The relative energy (zero: lowest compared OMol25 entry of this formula, charge and spin) is 6.2494 eV.

=====

Record 2
The following is a DFT calculation (ωB97M-V/def2-TZVPD) of C56H51AsF3O3PSiY as an isolated structure at a distorted geometry.

Structure (XYZ):
```
117
C56H51AsF3O3PSiY ωB97M-V/def2-TZVPD
Y -0.9428 -0.6720 0.3405
C 1.0274 -3.3150 2.6875
C 0.1105 -4.2529 2.1700
C -1.1194 -3.6406 2.0554
C -1.0009 -2.2902 2.4847
C 0.3571 -2.1270 2.9012
H 2.0762 -3.4923 2.8844
H 0.3325 -5.2756 1.9111
H -2.0313 -4.1187 1.7355
H -1.8409 -1.7149 2.8785
H 0.7650 -1.2490 3.3786
C -2.4307 3.0239 -1.7609
C -2.4642 1.5240 -2.0683
C -2.9546 1.3007 -3.4992
O -1.1610 0.9464 -1.8736
C -3.4899 0.8120 -1.0925
O -4.6319 1.2402 -1.1175
O -3.0347 -0.1268 -0.3814
H -2.0948 3.5994 -2.6251
H -1.7628 3.2205 -0.9242
H -3.4350 3.3514 -1.5025
H -2.2571 1.7405 -4.2180
H -3.9316 1.7663 -3.6129
H -3.0536 0.2359 -3.6899
H -0.5903 1.3320 -2.5539
C 3.4702 0.1355 -2.7727
C 4.6210 -0.8610 -2.6197
As 4.9644 -1.9187 -4.2615
C 5.7777 -3.4147 -3.2832
C 4.8918 -4.2669 -2.6294
C 5.3523 -5.3322 -1.8792
C 6.7139 -5.5703 -1.7852
C 7.6051 -4.7257 -2.4246
C 7.1398 -3.6526 -3.1668
C 6.6291 -1.1282 -4.9465
C 7.2197 0.0465 -4.5053
C 8.4142 0.4895 -5.0500
C 9.0344 -0.2342 -6.0532
C 8.4453 -1.3978 -6.5214
C 7.2507 -1.8298 -5.9783
P 2.0630 -0.1714 -1.5674
C 2.9851 0.0757 -0.0038
C 3.6582 -0.9243 0.6887
C 4.2344 -0.6483 1.9145
C 4.2029 0.6353 2.4289
C 3.6104 1.6531 1.7012
C 2.9670 1.3675 0.5127
C 1.9218 -1.9650 -1.6930
C 1.3027 -2.6458 -0.4993
C 1.7242 -4.0781 -0.4991
C 1.4670 -4.7271 -1.6252
C 0.8450 -3.8495 -2.6655
C 1.7085 -2.6332 -2.8423
H 3.0401 0.0839 -3.7812
H 3.7983 1.1670 -2.6158
H 4.3738 -1.5940 -1.8501
H 5.5381 -0.3723 -2.2866
H 3.8263 -4.0792 -2.7051
H 4.6470 -5.9733 -1.3690
H 7.0787 -6.4080 -1.2077
H 8.6700 -4.8998 -2.3396
H 7.8467 -2.9958 -3.6596
H 6.7504 0.6358 -3.7272
H 8.8685 1.4028 -4.6897
H 9.9707 0.1065 -6.4730
H 8.9185 -1.9666 -7.3105
H 6.7819 -2.7386 -6.3464
H 3.7277 -1.9256 0.2917
H 4.7089 -1.4378 2.4749
H 4.6472 0.8450 3.3910
H 3.6345 2.6681 2.0628
H 2.4535 2.1478 -0.0375
H 1.5336 -2.1779 0.4605
H 2.1644 -4.4952 0.3884
H 1.6555 -5.7681 -1.8257
H 0.6086 -4.3569 -3.6006
H 1.9901 -2.2967 -3.8341
C 0.6991 6.0134 2.0127
C -0.5138 5.6223 1.4717
C -0.8939 4.2907 1.4938
C -0.0864 3.3018 2.0491
C 1.1105 3.7282 2.6235
C 1.5049 5.0539 2.6027
Si -0.5660 1.4277 2.1151
C -2.3121 1.5361 2.9188
C -2.5344 1.1013 4.2223
C -3.7815 1.1899 4.8121
C -4.8516 1.7053 4.1006
C -4.6637 2.1041 2.7881
C -3.4108 2.0165 2.2106
H 1.0074 7.0518 1.9809
H -1.1694 6.3623 1.0318
H -1.8620 4.0305 1.0920
H 1.7356 2.9994 3.1185
H 2.4426 5.3470 3.0586
H 0.2746 1.1217 3.3363
H -1.7104 0.6863 4.7870
H -3.9199 0.8523 5.8310
H -5.8286 1.7765 4.5598
H -5.4971 2.4736 2.2063
H -3.2993 2.3212 1.1793
F -5.7813 -2.8824 -5.4527
C -5.0789 -3.9999 -5.2021
F -4.6862 -4.4620 -6.4187
F -5.9612 -4.9037 -4.7446
C -3.9153 -3.7850 -4.2917
C -3.5273 -4.7828 -3.4064
C -2.3965 -4.6044 -2.6354
C -1.6644 -3.4258 -2.7225
C -2.0705 -2.4300 -3.6070
C -3.1868 -2.6067 -4.3976
C -0.4238 -3.2422 -1.9713
C -0.2142 -2.5491 -0.8600
H -4.1087 -5.6884 -3.3319
H -2.0602 -5.3763 -1.9594
H -1.4780 -1.5290 -3.6692
H -3.4949 -1.8515 -5.1072
```

As for the HOMO-LUMO gap: 6.57 eV. As for the total charge: -1. Its molar mass is 1051.9 u. As for the total energy: -152243.816 eV. For the LUMO energy, the calculation gives 2.02 eV. The relative energy (zero: lowest compared OMol25 entry of this formula, charge and spin) is 4.1013 eV.

=====

Record 3
The following is a DFT calculation (ωB97M-V/def2-TZVPD) of C28H42BFeN11S3 as an isolated structure.

Structure (XYZ):
```
86
C28H42BFeN11S3 ωB97M-V/def2-TZVPD
Fe 2.6302 2.4254 -0.6133
C 3.9797 -0.6786 3.3071
C 2.9431 -1.0369 2.2939
C 2.5067 -2.3215 2.0742
C 1.5411 -2.6282 1.0808
N 1.0148 -1.6659 0.3592
N 1.4077 -0.4158 0.6055
B 0.6016 0.5861 -0.1402
N 0.1943 0.2250 -1.5258
N -1.0526 -0.2597 -1.5235
C -1.5283 -0.7113 -2.6579
C -0.7390 -0.6412 -3.8389
C 0.5264 -0.1165 -3.8389
C 1.3761 -0.0035 -5.0617
C 0.9964 0.3355 -2.5822
S 2.6024 0.9580 -2.3484
C -2.9191 -1.3068 -2.6650
C -3.7815 -0.5135 -3.6597
C -2.8040 -2.7719 -3.1173
C -3.5453 -1.2468 -1.2725
N -0.2981 1.4940 0.6322
N -1.0195 0.7675 1.4983
C -1.9496 1.3844 2.1835
C -2.1504 2.7820 2.0152
C -1.3866 3.5260 1.1562
C -1.5457 5.0004 0.9776
C -0.3968 2.8102 0.4403
S 0.6625 3.5772 -0.7032
C -2.7986 0.5736 3.1389
C -2.3629 -0.8903 3.1499
C -4.2607 0.6736 2.6718
C -2.6548 1.1728 4.5472
C 2.3596 -0.0503 1.4738
S 2.7849 1.6342 1.5285
C 1.0226 -4.0294 0.8053
C -0.4397 -4.0707 1.2834
C 1.8410 -5.0862 1.5473
C 1.0832 -4.3003 -0.7043
H 4.3162 -1.5606 3.8461
H 3.5811 0.0370 4.0287
H 4.8439 -0.2152 2.8278
H 2.9281 -3.1275 2.6598
H -1.1610 -1.0051 -4.7671
H 0.8880 -0.4693 -5.9141
H 2.3432 -0.4859 -4.9101
H 1.5637 1.0449 -5.3018
H -3.4101 -0.5896 -4.6826
H -3.8391 0.5416 -3.3864
H -4.7938 -0.9164 -3.6542
H -2.4023 -2.8639 -4.1276
H -3.7959 -3.2229 -3.1216
H -2.1744 -3.3490 -2.4370
H -3.6407 -0.2182 -0.9198
H -2.9560 -1.8064 -0.5436
H -4.5415 -1.6851 -1.3145
H -2.9203 3.2705 2.5985
H -2.3829 5.3709 1.5636
H -1.7194 5.2488 -0.0708
H -0.6423 5.5250 1.2949
H -2.4516 -1.3404 2.1599
H -3.0025 -1.4436 3.8361
H -1.3309 -0.9987 3.4891
H -4.3838 0.2708 1.6647
H -4.6313 1.6998 2.6856
H -4.8904 0.0931 3.3454
H -1.6187 1.1448 4.8893
H -3.2540 0.5886 5.2449
H -3.0120 2.2021 4.6007
H -0.5146 -3.9134 2.3612
H -0.8628 -5.0494 1.0586
H -1.0360 -3.3096 0.7762
H 1.7598 -4.9884 2.6315
H 2.8949 -5.0636 1.2617
H 1.4588 -6.0733 1.2914
H 0.5172 -3.5555 -1.2652
H 0.6502 -5.2793 -0.9069
H 2.1129 -4.3094 -1.0664
N 5.3466 6.2899 -2.6640
N 5.1336 5.2270 -1.8582
N 6.1260 4.6670 -1.1897
C 5.5334 3.6395 -0.6222
N 4.2306 3.5992 -0.9536
N 3.9914 4.6425 -1.7560
H 6.1695 6.8057 -2.3781
H 4.5017 6.8166 -2.8388
H 6.0366 2.9341 0.0172
```

As for the HOMO-LUMO gap (spin up / spin down): 7.82 / 6.92 eV. As for the total charge: +3. Its molar mass is 695.6 u. As for the total energy: -113654.025 eV. The spin multiplicity is 6. For the LUMO energy (spin up / spin down), the calculation gives -9.84 / -10.81 eV. The relative energy (zero: lowest compared OMol25 entry of this formula, charge and spin) is 0.0000 eV. As for the expectation value of S²: 8.788.

=====

Record 4
The following is a DFT calculation (ωB97M-V/def2-TZVPD) of a 7-piece molecular cluster, H14NO9S overall at a distorted geometry.

Structure (XYZ):
```
25
H14NO9S ωB97M-V/def2-TZVPD
N -0.0638 0.5511 0.0329
H -0.7224 0.8796 0.7628
H -0.4096 -0.3666 -0.3913
H 0.8586 0.3554 0.4199
H 0.1191 1.3138 -0.6133
S -1.3299 -2.7756 -0.4224
O -2.4833 -2.5384 0.4701
O -1.6767 -3.8138 -1.4070
O -1.0352 -1.5125 -1.1751
O -0.1165 -3.1161 0.3403
O 1.0716 2.6248 1.8318
H 1.2068 1.9334 2.4895
H 1.9430 2.7662 1.4422
O 2.0780 1.9783 -1.2579
H 2.2878 2.6681 -1.8972
H 2.5224 1.1874 -1.5894
O -1.9278 0.5330 -2.6056
H -1.7089 -0.2785 -2.0536
H -2.3944 0.1816 -3.3669
O -1.8106 0.6879 2.1425
H -1.4658 0.2289 2.9162
H -2.6967 0.3193 2.0226
O 2.1933 -1.2945 0.6653
H 2.7515 -1.6081 -0.0558
H 2.8096 -0.9047 1.2993
```

As for the HOMO-LUMO gap: 5.02 eV. As for the total charge: -1. Its molar mass is 204.2 u. As for the total energy: -30981.591 eV. For the LUMO energy, the calculation gives 1.88 eV.

=====

Record 5
The following is a DFT calculation (ωB97M-V/def2-TZVPD) of C30H34F4N5OSTi as an isolated structure at a distorted geometry.

Structure (XYZ):
```
76
C30H34F4N5OSTi ωB97M-V/def2-TZVPD
Ti -0.7013 0.4943 -0.5126
C 0.0575 -2.6054 -1.6903
C -0.1282 -2.5915 -0.1775
N -0.9601 -1.4712 0.3237
C -0.6914 -1.2911 1.7849
C -0.8814 -2.5296 2.6598
C -2.3936 -1.7574 0.0808
C -3.2193 -0.5234 0.4759
N -2.3829 0.6589 0.2437
C -2.6573 1.7207 1.0914
C -1.5858 2.2960 1.7852
F -0.3298 1.7452 1.4481
C -1.7488 3.3173 2.7098
F -0.6872 3.8316 3.3097
C -3.0248 3.7920 2.9791
C -4.1119 3.2492 2.3050
F -5.3244 3.6966 2.5360
C -3.9355 2.2233 1.3730
F -4.9638 1.7387 0.6759
H 0.7598 -3.4005 -1.9375
H 0.4797 -1.6608 -2.0528
H -0.8664 -2.8263 -2.2234
H 0.8579 -2.5192 0.2920
H -0.5801 -3.5418 0.1234
H -1.3501 -0.5095 2.1721
H 0.3464 -0.9483 1.8781
H -1.8848 -2.9390 2.5838
H -0.7354 -2.2454 3.6988
H -0.1584 -3.3072 2.4351
H -2.7239 -2.6376 0.6471
H -2.5208 -1.9881 -0.9818
H -3.4905 -0.5707 1.5399
H -4.1679 -0.4976 -0.0765
H -3.1838 4.5695 3.7110
N 0.7485 1.1850 -3.0643
C -0.4529 0.5723 -3.4299
C -0.7110 0.2894 -4.7750
C -1.9637 -0.1580 -5.1443
C -2.9343 -0.3015 -4.1520
C -2.5925 -0.0530 -2.8407
N -1.3563 0.3366 -2.4582
C 0.7083 2.3652 -2.3086
C 1.5887 3.4069 -2.6155
C 1.4902 4.5946 -1.9155
C 0.4740 4.7265 -0.9723
C -0.3471 3.6465 -0.7224
N -0.2087 2.4522 -1.3295
H 1.4191 1.2291 -3.8304
H 0.0447 0.4639 -5.5259
H -2.1948 -0.3626 -6.1802
H -3.9397 -0.5934 -4.4087
H -3.3337 -0.1258 -2.0567
H 2.3124 3.2912 -3.4081
H 2.1672 5.4128 -2.1092
H 0.3296 5.6556 -0.4458
H -1.1627 3.7369 -0.0158
C 4.1165 -4.2662 3.3700
C 3.7477 -3.2078 2.4011
C 4.0457 -3.3557 1.0455
C 3.7142 -2.3740 0.1341
C 3.0888 -1.2110 0.5767
C 2.8059 -1.0293 1.9279
C 3.1194 -2.0314 2.8235
S 2.6372 -0.0106 -0.6609
C 3.3800 1.4992 0.0163
O 1.1024 0.2269 -0.3819
H 4.3220 -5.2068 2.8675
H 3.3420 -4.4144 4.1172
H 5.0170 -3.9710 3.9100
H 4.5517 -4.2493 0.7145
H 3.9513 -2.4988 -0.9101
H 2.3501 -0.1116 2.2768
H 2.9029 -1.9008 3.8731
H 3.2204 1.5583 1.0889
H 2.9419 2.3526 -0.4972
H 4.4459 1.4593 -0.1948
```

As for the HOMO-LUMO gap: 7.15 eV. As for the total charge: +3. Its molar mass is 636.6 u. As for the total energy: -85957.090 eV. For the LUMO energy, the calculation gives -10.03 eV. The relative energy (zero: lowest compared OMol25 entry of this formula, charge and spin) is 0.4756 eV.

=====

Record 6
The following is a DFT calculation (ωB97M-V/def2-TZVPD) of C2H7N3 in the gas phase at a distorted geometry.

Structure (XYZ):
```
12
C2H7N3 ωB97M-V/def2-TZVPD
C -1.8273 -0.8429 -0.2578
C -0.5540 -0.1055 -0.5300
N 0.0284 0.5689 0.4074
N 1.1532 1.1671 -0.0161
N 2.2435 0.4970 0.6066
H -2.1672 -0.6724 0.7667
H -1.6580 -1.9110 -0.4161
H -2.5907 -0.5006 -0.9608
H -0.1436 -0.1827 -1.5545
H 1.1478 2.1498 0.2942
H 2.4222 -0.3804 0.1175
H 1.9457 0.2127 1.5429
```

As for the HOMO-LUMO gap: 9.86 eV. As for the total charge: 0. Its molar mass is 73.1 u. As for the total energy: -6655.468 eV. For the LUMO energy, the calculation gives 1.21 eV. The relative energy (zero: lowest compared OMol25 entry of this formula, charge and spin) is 2.4876 eV.